C5H9NO | the ωB97M-V functional and the def2-TZVPD basis

Geometry (Å):
C 1.466 -0.660 -0.301
C 0.103 0.036 -0.178
C 0.291 1.745 0.116
C -0.979 -0.633 -1.140
O -1.788 -0.943 0.027
C -0.830 -0.423 0.863
N -0.800 -0.219 2.098
H 1.363 -1.746 -0.151
H 1.949 -0.522 -1.283
H 2.131 -0.275 0.472
H 1.118 1.913 0.820
H 0.405 1.614 -0.923
H -0.575 2.290 0.531
H -0.653 -1.580 -1.614
H -1.549 -0.060 -1.880
H -1.652 -0.537 2.544

- energy above the lowest of the compared OMol25 structures with the same formula, charge and spin (kcal per mole) = 75.0
- gap between HOMO and LUMO (eV) = 10.48
- net charge = 0
- LUMO (eV) = 0.9


C6H6BiCl2FeN2O3S | the ωB97M-V functional and the def2-TZVPD basis

Geometry (Å):
Bi -0.333 -0.528 -1.981
Fe -0.930 0.690 0.125
Cl -1.462 -2.762 -2.084
Cl -1.461 2.296 -1.240
C 0.832 1.033 0.462
C 0.318 -2.283 -4.282
C 0.137 0.824 -4.513
O 1.671 1.656 0.986
O 0.287 -3.346 -4.691
O 0.388 1.570 -5.336
S -1.434 -0.842 1.602
C -0.671 -0.272 3.021
N 0.636 -0.393 3.310
C 0.967 0.198 4.592
C -0.365 0.727 5.088
N -1.284 0.329 4.052
H 1.310 -0.764 2.646
H 1.722 0.979 4.480
H 1.394 -0.558 5.253
H -0.357 1.806 5.229
H -0.642 0.290 6.043
H -2.250 0.625 3.962

- ⟨S²⟩ = 8.813
- energy above the lowest of the compared OMol25 structures with the same formula, charge and spin (kcal per mole) = 26.6
- gap between HOMO and LUMO (spin up / spin down) (eV) = 5.11 / 3.15
- net charge = +4
- LUMO (spin up / spin down) (eV) = -18.4 / -20.2
- multiplicity = 6


C5H6O2 | the ωB97M-V functional and the def2-TZVPD basis

Geometry (Å):
C 0.204 1.582 -1.108
C 0.746 0.418 -0.298
O 0.284 0.611 1.112
C -0.388 -0.489 1.490
O -0.921 -0.700 2.540
C -0.264 -1.285 0.263
C 0.312 -0.947 -0.832
H 0.488 2.527 -0.637
H 0.601 1.554 -2.126
H -0.887 1.531 -1.160
H 1.839 0.449 -0.242
H -0.672 -2.796 0.597
H -1.357 -2.502 0.369

- energy above the lowest of the compared OMol25 structures with the same formula, charge and spin (kcal per mole) = 126.3
- gap between HOMO and LUMO (eV) = 9.72
- net charge = 0
- LUMO (eV) = -0.2


C38H35BF6O4S | the ωB97M-V functional and the def2-TZVPD basis

Geometry (Å):
C 3.369 1.505 7.639
C 3.034 1.037 6.265
C 3.817 0.219 5.481
C 3.280 -0.066 4.181
C 2.066 0.546 3.972
B 1.188 0.490 2.616
C 0.355 -0.932 2.687
C -0.890 -1.001 3.283
C -1.454 -2.248 3.551
C -2.750 -2.297 4.310
F -2.847 -3.423 5.073
F -2.899 -1.221 5.145
F -3.832 -2.282 3.462
C -0.827 -3.419 3.133
C 0.365 -3.329 2.430
C 1.109 -4.563 1.983
F 1.442 -4.494 0.654
F 2.284 -4.712 2.681
F 0.376 -5.701 2.152
C 0.933 -2.078 2.173
O 0.292 1.624 2.682
C 0.349 2.606 1.652
C 1.747 2.816 0.978
C 1.602 3.664 -0.295
C 2.672 3.579 1.931
C 2.256 1.380 0.550
O 2.123 0.363 1.527
S 1.599 1.480 5.366
H 4.366 1.162 7.936
H 3.370 2.600 7.680
H 2.666 1.106 8.379
H 4.758 -0.187 5.841
H 3.777 -0.721 3.468
H -1.411 -0.087 3.551
H -1.242 -4.384 3.384
H 1.828 -2.007 1.568
H -0.357 2.306 0.850
H -0.051 3.556 2.048
H 2.604 3.983 -0.624
H 1.126 3.121 -1.136
H 1.004 4.557 -0.087
H 3.643 3.747 1.452
H 2.217 4.562 2.109
H 2.813 3.087 2.903
H 1.677 1.041 -0.347
H 3.332 1.452 0.308
C -6.825 -1.955 -1.341
O -6.300 -1.004 -0.379
C -4.983 -0.672 -0.438
C -4.352 -0.210 0.768
C -2.986 -0.060 0.842
C -2.205 -0.149 -0.350
C -0.880 0.354 -0.399
C -0.262 0.429 -1.718
C -0.158 1.576 -2.573
C 0.664 1.498 -3.700
C 0.906 0.228 -4.263
O 1.793 0.143 -5.354
C 1.353 0.132 -6.672
C 2.211 0.706 -7.638
C 1.825 0.691 -8.981
C 0.629 0.064 -9.359
C -0.211 -0.508 -8.393
C 0.132 -0.452 -7.036
C 0.479 -0.948 -3.588
C 0.025 -0.847 -2.281
C -2.854 -0.657 -1.547
C -4.229 -0.798 -1.635
H -7.744 -2.300 -0.858
H -7.060 -1.457 -2.293
H -6.152 -2.809 -1.524
H -4.962 -0.038 1.656
H -2.463 0.229 1.767
H -0.355 0.539 0.546
H -0.720 2.508 -2.367
H 1.087 2.405 -4.147
H 3.142 1.187 -7.317
H 2.489 1.141 -9.729
H 0.397 -0.003 -10.424
H -1.133 -1.015 -8.699
H -0.560 -0.835 -6.280
H 0.579 -1.919 -4.070
H -0.206 -1.751 -1.699
H -2.294 -0.829 -2.476
H -4.693 -1.050 -2.597

- energy above the lowest of the compared OMol25 structures with the same formula, charge and spin (kcal per mole) = 10.4
- gap between HOMO and LUMO (eV) = 3.66
- net charge = 0
- LUMO (eV) = -3.1


C9H14AlNO6P | the ωB97M-V functional and the def2-TZVPD basis

Geometry (Å):
C 4.898 1.033 0.273
C 3.810 2.209 0.745
O 4.232 3.035 1.741
O 2.512 2.341 0.066
C 1.380 2.038 0.961
O 1.410 2.052 2.303
C -0.051 1.634 0.197
Al -1.691 2.572 1.026
P -3.561 1.333 0.267
O -3.384 0.892 -1.256
O -5.027 2.279 0.437
O -3.638 -0.154 1.232
H 5.850 1.565 -0.207
H 5.149 0.399 1.225
H 4.432 0.291 -0.531
H 0.038 2.018 -0.930
H -0.144 0.464 0.130
H -1.683 2.622 2.612
H -1.811 4.038 0.372
H -5.779 1.599 0.499
H -3.878 -0.877 0.565
N -1.281 -1.901 -0.508
C -0.717 -2.815 0.312
C 0.150 -3.806 -0.121
C 0.456 -3.867 -1.476
C -0.110 -2.940 -2.345
C -0.963 -1.984 -1.818
H -0.989 -2.728 1.359
H 0.576 -4.513 0.582
H 1.131 -4.631 -1.852
H 0.108 -2.962 -3.407
H -1.427 -1.236 -2.455

- gap between HOMO and LUMO (eV) = 8.14
- net charge = -1
- LUMO (eV) = 2.6


C3CrLiO6 | the ωB97M-V functional and the def2-TZVPD basis

Geometry (Å):
O 0.848 2.003 0.679
C 0.303 0.875 0.587
O 0.956 -0.204 0.723
C 1.229 -2.118 -1.198
O 0.941 -1.485 -2.137
O 1.546 -3.020 -0.526
Li 2.464 1.012 1.255
C -1.189 0.787 0.311
O -1.844 1.839 0.063
O -1.771 -0.334 0.359
Cr -3.483 0.647 -0.117

- ⟨S²⟩ = 6.042
- energy above the lowest of the compared OMol25 structures with the same formula, charge and spin (kcal per mole) = 0.0
- gap between HOMO and LUMO (spin up / spin down) (eV) = 7.36 / 7.69
- net charge = +1
- LUMO (spin up / spin down) (eV) = -6.6 / -6.2
- multiplicity = 5


C17H17ClN2O2 | the ωB97M-V functional and the def2-TZVPD basis

Geometry (Å):
C -1.821 1.446 1.485
C -0.665 0.768 0.732
C -0.927 -0.748 0.526
C -1.544 -1.528 1.540
C -1.669 -2.911 1.411
C -1.211 -3.556 0.228
C -0.524 -2.822 -0.739
C -0.434 -1.409 -0.589
C -0.652 1.477 -0.609
C 0.176 2.602 -0.875
C 0.135 3.226 -2.132
C -0.747 2.817 -3.120
C -1.625 1.765 -2.859
C -1.655 1.168 -1.598
C 0.629 0.953 1.640
Cl 0.417 0.406 3.376
C 1.881 0.310 1.024
O 2.729 1.036 0.516
N 2.057 -1.057 1.149
C 3.021 -1.783 0.518
N 4.206 -1.256 0.114
O 2.820 -2.977 0.294
H -2.014 1.021 2.475
H -2.688 1.249 0.912
H -1.700 2.520 1.619
H -1.887 -1.052 2.423
H -2.144 -3.466 2.155
H -1.333 -4.632 0.096
H -0.062 -3.327 -1.561
H 0.098 -0.844 -1.341
H 0.873 3.012 -0.169
H 0.792 4.072 -2.271
H -0.763 3.366 -4.045
H -2.361 1.419 -3.551
H -2.412 0.408 -1.438
H 0.776 2.023 1.697
H 1.266 -1.590 1.482
H 4.158 -0.263 -0.067
H 4.802 -1.840 -0.450

- energy above the lowest of the compared OMol25 structures with the same formula, charge and spin (kcal per mole) = 3.0
- SMILES = CC(c1ccccc1)(c1ccccc1)[C@@H](Cl)C(=O)NC(N)=O
- gap between HOMO and LUMO (eV) = 9.67
- net charge = 0
- LUMO (eV) = 0.6


C28H25BrClFeGeN3O | the ωB97M-V functional and the def2-TZVPD basis

Geometry (Å):
Fe -0.014 -0.451 0.877
C -3.297 -1.238 -1.770
Ge -1.576 -1.936 -1.266
C -0.407 -2.422 -2.691
C -1.061 -3.200 -3.653
C -0.345 -3.697 -4.733
C 0.999 -3.389 -4.870
C 1.643 -2.599 -3.926
C 0.951 -2.118 -2.829
C -1.510 -2.650 0.502
C -2.743 -2.835 1.106
C -2.865 -3.505 2.335
C -1.741 -3.933 2.983
C -0.449 -3.748 2.428
C 0.709 -4.183 3.104
C 1.954 -4.011 2.553
C 2.080 -3.417 1.289
C 0.968 -2.999 0.594
C -0.322 -3.132 1.155
H -3.893 -1.999 -2.276
H -3.141 -0.422 -2.476
H -3.846 -0.887 -0.899
H -2.119 -3.425 -3.579
H -0.845 -4.309 -5.471
H 1.550 -3.763 -5.722
H 2.691 -2.360 -4.045
H 1.463 -1.519 -2.086
H -3.643 -2.477 0.622
H -3.845 -3.665 2.763
H -1.824 -4.434 3.940
H 0.596 -4.668 4.066
H 2.834 -4.353 3.080
H 3.058 -3.303 0.840
H 1.081 -2.634 -0.419
Cl 1.968 0.146 0.080
Br -2.962 -0.039 3.140
C -1.244 -0.399 3.833
C -1.108 -0.531 5.200
C 0.164 -0.728 5.715
C 1.245 -0.773 4.849
C 1.011 -0.639 3.497
N -0.225 -0.469 2.977
H -1.975 -0.461 5.841
H 0.305 -0.827 6.783
H 2.254 -0.901 5.211
H 1.830 -0.657 2.787
N 0.964 1.989 -4.130
C -0.389 2.093 -4.057
O -1.122 2.298 -4.994
C -0.994 1.862 -2.693
C -2.138 2.563 -2.332
C -2.719 2.312 -1.098
C -2.184 1.324 -0.297
N -1.099 0.609 -0.658
C -0.500 0.906 -1.831
H 1.375 2.216 -5.023
H 1.536 2.149 -3.317
H -2.554 3.289 -3.020
H -3.586 2.862 -0.760
H -2.636 1.082 0.655
H 0.391 0.351 -2.078

- ⟨S²⟩ = 6.019
- gap between HOMO and LUMO (spin up / spin down) (eV) = 7.42 / 7.44
- net charge = +2
- LUMO (spin up / spin down) (eV) = -7.0 / -7.1
- multiplicity = 5


C5H8N2O | the ωB97M-V functional and the def2-TZVPD basis

Geometry (Å):
C -2.508 -0.420 0.212
C -1.100 -0.277 -0.132
N -0.234 -1.275 -0.064
N 0.881 -0.588 -0.514
C 2.235 -0.762 0.031
C 1.194 0.353 0.518
C 0.613 1.640 0.056
O -0.811 1.128 -0.348
H -2.829 -1.552 -0.192
H -2.770 -0.655 1.419
H -3.251 0.480 -0.230
H 3.120 -0.743 -0.680
H 2.720 -1.230 0.918
H 0.845 0.158 1.470
H 0.652 2.393 0.886
H 0.864 1.956 -0.878

- energy above the lowest of the compared OMol25 structures with the same formula, charge and spin (kcal per mole) = 151.3
- SMILES = CC1=NN2C[C@H]2CO1
- gap between HOMO and LUMO (eV) = 9.86
- net charge = 0
- LUMO (eV) = 1.0


C3H5NS2 | the ωB97M-V functional and the def2-TZVPD basis

Geometry (Å):
C -2.176 -0.132 -0.123
C -0.721 0.240 -0.074
N 0.190 -0.589 -0.141
C 1.798 0.012 -0.127
S 1.988 1.558 -0.082
S 2.888 -1.292 0.045
H -2.231 -1.197 -0.449
H -2.757 0.777 -0.573
H -2.471 -0.135 0.837
H -0.429 1.219 0.270
H 3.921 -0.460 0.418

- energy above the lowest of the compared OMol25 structures with the same formula, charge and spin (kcal per mole) = 57.2
- SMILES = C/C=N/C(=S)S
- gap between HOMO and LUMO (eV) = 8.50
- net charge = 0
- LUMO (eV) = -0.3


CH2F3NO3S | the ωB97M-V functional and the def2-TZVPD basis

Geometry (Å):
O 0.817 0.982 2.906
H -0.088 0.657 2.725
H 1.234 0.458 1.635
N 1.361 -0.031 0.399
S 0.020 -0.668 -0.075
O 0.165 -2.090 -0.433
O -1.102 -0.298 0.828
C -0.506 0.103 -1.693
F 0.410 -0.130 -2.630
F -0.644 1.420 -1.558
F -1.667 -0.402 -2.104

- ⟨S²⟩ = 0.761
- energy above the lowest of the compared OMol25 structures with the same formula, charge and spin (kcal per mole) = 0.0
- gap between HOMO and LUMO (spin up / spin down) (eV) = 9.69 / 6.95
- net charge = -1
- LUMO (spin up / spin down) (eV) = 3.9 / 1.6
- multiplicity = 2


H80O40 | the ωB97M-V functional and the def2-TZVPD basis

Geometry (Å):
H -3.769 -2.352 5.277
H -4.433 -1.048 5.151
O -4.420 -1.921 4.726
H 0.288 -4.200 -1.887
H 0.918 -5.658 -1.867
O 0.153 -5.123 -2.110
H -0.235 3.413 -1.971
H -1.879 3.572 -1.768
O -0.987 3.708 -1.482
H 3.588 -4.467 -2.538
H 2.915 -3.360 -1.793
O 2.855 -3.860 -2.635
H 3.520 1.787 2.585
H 4.294 2.450 3.661
O 4.411 2.095 2.779
H -0.944 1.849 1.225
O -1.501 2.618 1.332
H -2.419 6.432 -1.469
O -1.751 6.168 -2.103
H -3.609 -4.085 0.801
H -2.935 -4.002 -0.618
O -3.434 -4.551 -0.008
H 2.699 -0.853 -4.030
H 3.526 -0.022 -3.017
O 2.753 -0.021 -3.569
H -2.463 -1.908 -3.096
H -3.836 -1.890 -2.454
O -2.899 -1.842 -2.227
H -0.238 -3.077 6.260
H 0.391 -3.861 5.157
O 0.629 -3.220 5.865
H -0.324 -5.033 1.480
O 0.455 -5.392 1.914
H 1.162 0.954 0.144
H -0.057 0.585 -0.699
O 0.204 0.789 0.219
H -2.487 -3.074 3.207
H -1.079 -3.987 3.482
O -1.942 -3.857 3.120
H -2.930 -0.408 1.492
H -1.682 -0.253 0.582
O -2.414 -0.835 0.786
H -4.737 -0.781 1.637
H -4.910 0.960 1.693
O -5.155 0.062 1.446
H 2.246 1.347 5.530
H 1.591 2.498 6.047
O 1.944 2.204 5.193
H -2.670 1.243 -4.285
H -1.728 0.141 -4.747
O -2.644 0.429 -4.762
H 3.195 -3.926 2.047
O 3.866 -4.049 1.332
H -0.715 4.368 -4.137
H -0.362 3.043 -4.898
O -1.067 3.575 -4.549
H 0.128 -5.120 -4.888
O 0.274 -4.195 -4.648
H 1.252 -1.259 2.467
H 0.944 -2.640 3.252
O 1.679 -2.103 2.928
H -1.239 -1.342 -1.978
H 0.078 -1.759 -1.247
O -0.271 -1.261 -2.046
H 3.399 -0.257 -1.256
H 1.807 -0.781 -1.170
O 2.490 -0.156 -0.971
H 2.910 3.924 -3.185
H 2.916 4.088 -4.771
O 2.467 3.696 -4.023
H -4.001 3.376 -3.869
H -3.969 4.715 -2.909
O -4.485 4.026 -3.330
H 0.513 -0.854 0.445
H -0.647 -2.154 0.934
O 0.064 -1.722 0.477
H 0.723 2.678 -3.721
H 1.361 1.384 -3.276
O 0.474 1.806 -3.353
H -3.025 3.007 2.759
H -2.145 3.785 3.782
O -3.047 3.443 3.678
H -1.385 1.229 -2.845
H -2.983 1.097 -2.359
O -2.226 1.665 -2.573
H 5.073 2.345 0.796
H 5.221 3.665 -0.129
O 4.817 2.798 -0.044
H 1.348 0.956 2.566
O 0.680 0.341 2.935
H 2.921 -0.931 4.381
H 1.934 -1.248 5.564
O 2.352 -0.542 5.050
H 4.589 -3.450 1.576
H -2.003 2.648 0.515
H 0.440 -4.404 -3.711
H -1.304 5.429 -1.627
H 0.420 -6.337 1.769
H 0.966 0.493 3.872
O 2.968 3.458 -1.389
H 2.092 3.832 -1.300
H 2.881 2.525 -1.582
O 2.336 -2.648 -0.305
H 2.969 -3.109 0.292
H 1.433 -2.608 0.059
O -1.284 5.709 2.905
H -1.865 5.619 3.666
H -0.783 4.888 2.910
O -1.461 -0.216 4.392
H -0.588 -0.017 4.743
H -1.253 -0.937 3.675
O 5.178 -1.117 -2.840
H 5.416 -0.376 -2.290
H 5.854 -1.662 -3.223
O -0.968 -1.999 -5.491
H -0.450 -2.797 -5.357
H -0.573 -1.407 -4.822
O -4.382 2.795 0.955
H -3.846 3.085 0.180
H -4.139 3.533 1.557

- energy above the lowest of the compared OMol25 structures with the same formula, charge and spin (kcal per mole) = 219.9
- gap between HOMO and LUMO (eV) = 9.50
- net charge = 0
- LUMO (eV) = -0.8


Copy entry 11 word for word.
CH2F3NO3S | the ωB97M-V functional and the def2-TZVPD basis

Geometry (Å):
O 0.817 0.982 2.906
H -0.088 0.657 2.725
H 1.234 0.458 1.635
N 1.361 -0.031 0.399
S 0.020 -0.668 -0.075
O 0.165 -2.090 -0.433
O -1.102 -0.298 0.828
C -0.506 0.103 -1.693
F 0.410 -0.130 -2.630
F -0.644 1.420 -1.558
F -1.667 -0.402 -2.104

- ⟨S²⟩ = 0.761
- energy above the lowest of the compared OMol25 structures with the same formula, charge and spin (kcal per mole) = 0.0
- gap between HOMO and LUMO (spin up / spin down) (eV) = 9.69 / 6.95
- net charge = -1
- LUMO (spin up / spin down) (eV) = 3.9 / 1.6
- multiplicity = 2


Q: Among the records above, which one has the highest net charge?
A: C6H6BiCl2FeN2O3S


Q: What is the net charge in the fourth record?
A: 0